# 1
Below is a cluster of 2 separate species, C5H11NO in total in a non-equilibrium geometry, with properties calculated with wB97M-V/def2-TZVPD.

Each line ends with the natural charge from an NBO analysis.
Cartesian coordinates (Å):
C (-1.521, 1.724, -0.994)  -0.533
C (-0.529, 0.894, -1.287)  0.007
N (0.863, 1.050, -0.919)  -0.619
C (1.557, -0.215, -0.659)  -0.253
C (1.144, -2.053, 1.041)  -0.379
C (1.320, -0.799, 0.753)  -0.181
H (-1.506, 2.597, -0.290)  0.213
H (-2.288, 1.567, -1.750)  0.216
H (-0.680, 0.216, -2.086)  0.187
H (0.923, 1.814, -0.139)  0.373
H (2.677, -0.108, -0.608)  0.209
H (1.353, -0.964, -1.498)  0.205
H (1.112, -2.478, 1.969)  0.199
H (0.998, -2.717, 0.197)  0.178
H (1.492, -0.118, 1.506)  0.183
H (-1.864, 0.202, 1.035)  0.490
H (-2.523, -1.213, 1.378)  0.469
O (-2.195, -0.432, 1.700)  -0.964

**SMILES**: C=CCNC=C.O
**HOMO energy**: -0.321 Eh
**Energy relative to the best compared isomer or geometry (same formula, charge and spin)**: 3.186 eV
**Multiplicity**: 1
**E_LUMO**: 0.03889 hartree
**Kohn-Sham gap**: 9.79 eV

# 2
Below is the molecule C5H11NO in a non-equilibrium geometry, with properties calculated with wB97M-V/def2-TZVPD.

Each line ends with the natural charge from an NBO analysis.
Cartesian coordinates (Å):
C (-2.730, -0.464, 0.237)  -0.400
N (-1.489, 0.121, -0.169)  -0.655
C (-0.315, 0.021, 0.817)  -0.032
C (0.859, 0.927, 0.217)  -0.559
C (1.854, 0.336, -0.686)  0.420
O (2.423, 0.917, -1.644)  -0.534
C (-0.008, -1.476, 1.033)  -0.642
H (-2.702, -1.544, 0.363)  0.155
H (-2.978, -0.068, 1.154)  0.191
H (-3.383, -0.147, -0.566)  0.208
H (-1.230, -0.062, -1.142)  0.366
H (-0.375, 0.582, 1.772)  0.211
H (1.501, 1.638, 0.881)  0.253
H (0.210, 1.541, -0.438)  0.269
H (1.945, -0.787, -0.615)  0.111
H (0.886, -1.465, 1.730)  0.215
H (0.132, -2.060, 0.107)  0.211
H (-0.916, -1.879, 1.388)  0.214

**SMILES**: CN[C@@H](C)CC=O
**HOMO energy**: -0.325 Eh
**Energy relative to the best compared isomer or geometry (same formula, charge and spin)**: 2.855 eV
**Multiplicity**: 1
**E_LUMO**: 0.03233 hartree
**Kohn-Sham gap**: 9.73 eV

# 3
Below is a cluster of 2 separate species, C5H11NO in total in a non-equilibrium geometry, with properties calculated with wB97M-V/def2-TZVPD.

Each line ends with the natural charge from an NBO analysis.
Cartesian coordinates (Å):
C (-0.953, -1.060, -0.128)  -0.468
C (-0.760, -1.885, 1.143)  -0.596
C (-0.405, 0.339, -0.044)  0.034
C (-1.016, 1.341, 0.586)  -0.367
H (-0.457, -1.575, -0.958)  0.235
H (-2.012, -1.032, -0.408)  0.219
H (1.127, 0.149, 0.422)  0.480
H (-1.018, -2.926, 0.963)  0.214
H (-1.387, -1.519, 1.962)  0.203
H (0.280, -1.846, 1.471)  0.208
H (-0.644, 2.356, 0.548)  0.209
H (-1.911, 1.193, 1.179)  0.211
C (1.055, 1.790, -1.752)  -0.076
O (2.242, 0.191, 0.195)  -0.981
N (0.487, 0.699, -1.544)  -0.350
H (2.640, -0.685, 0.132)  0.470
H (1.454, 2.440, -0.974)  0.168
H (1.276, 2.029, -2.792)  0.187

**SMILES**: C=NC(=C)CC.O
**HOMO energy**: -0.339 Eh
**Energy relative to the best compared isomer or geometry (same formula, charge and spin)**: 4.722 eV
**Multiplicity**: 1
**E_LUMO**: 0.01165 hartree
**Kohn-Sham gap**: 9.53 eV

# 4
Below is a cluster of 2 separate species, C5H11NO in total in a non-equilibrium geometry, with properties calculated with wB97M-V/def2-TZVPD.

Each line ends with the natural charge from an NBO analysis.
Cartesian coordinates (Å):
N (-0.360, -1.647, -1.069)  -0.823
C (0.146, -1.227, 0.254)  -0.259
C (-0.162, 3.249, 0.859)  -0.378
C (-0.794, 2.306, 1.552)  -0.215
C (-0.579, 0.854, 1.489)  -0.237
C (0.025, 0.255, 0.467)  -0.167
H (-1.371, -1.513, -1.021)  0.361
H (-0.129, -0.880, -1.701)  0.356
H (-0.383, -1.738, 1.058)  0.199
H (1.204, -1.495, 0.297)  0.194
H (-0.497, 4.275, 0.845)  0.200
H (0.822, 3.104, 0.420)  0.192
H (-1.482, 2.606, 2.338)  0.205
H (-0.811, 0.303, 2.393)  0.206
H (0.497, 0.846, -0.316)  0.188
H (0.688, -2.899, -2.117)  0.494
H (2.065, -3.127, -2.842)  0.460
O (1.121, -3.271, -2.906)  -0.975

**SMILES**: C=C/C=C/CN.O
**HOMO energy**: -0.330 Eh
**Energy relative to the best compared isomer or geometry (same formula, charge and spin)**: 2.322 eV
**Multiplicity**: 1
**E_LUMO**: 0.02005 hartree
**Kohn-Sham gap**: 9.52 eV

# 5
Below is the molecule C5H11NO in a non-equilibrium geometry, with properties calculated with wB97M-V/def2-TZVPD.

Each line ends with the natural charge from an NBO analysis.
Cartesian coordinates (Å):
C (-1.045, 0.312, 0.182)  -0.238
C (2.539, -0.251, -0.620)  -0.435
C (-1.546, 0.302, -1.241)  -0.603
C (-1.700, -0.705, 1.080)  -0.609
C (0.433, 0.395, 0.336)  0.536
O (0.904, 0.935, 1.524)  -0.700
N (1.129, -0.413, -0.394)  -0.514
H (1.829, 0.692, 1.654)  0.490
H (-0.774, 1.506, 0.463)  0.216
H (2.988, -1.247, -0.610)  0.205
H (3.075, 0.359, 0.123)  0.144
H (2.709, 0.168, -1.618)  0.207
H (-1.321, -1.694, 0.814)  0.221
H (-2.623, 0.460, -1.267)  0.208
H (-1.060, 1.078, -1.828)  0.215
H (-1.309, -0.662, -1.692)  0.219
H (-1.446, -0.538, 2.125)  0.225
H (-2.782, -0.697, 0.968)  0.213

**SMILES**: C/N=C(\O)C(C)C
**HOMO energy**: -0.330 Eh
**Energy relative to the best compared isomer or geometry (same formula, charge and spin)**: 2.744 eV
**Multiplicity**: 1
**E_LUMO**: 0.02738 hartree
**Kohn-Sham gap**: 9.72 eV

# 6
Below is a cluster of 2 separate species, C5H11NO in total in a non-equilibrium geometry, with properties calculated with wB97M-V/def2-TZVPD.

Each line ends with the natural charge from an NBO analysis.
Cartesian coordinates (Å):
C (0.033, -2.347, 0.011)  -0.542
C (0.270, -1.161, -0.569)  0.021
N (-0.774, -0.259, -0.629)  -0.611
C (-0.653, 1.163, -0.812)  -0.258
C (-2.416, 2.678, 0.156)  -0.378
C (-1.492, 1.767, 0.252)  -0.200
H (-0.976, -2.777, 0.164)  0.192
H (0.701, -3.241, -0.042)  0.205
H (1.232, -0.748, -0.925)  0.207
H (-1.717, -0.445, -0.130)  0.394
H (-0.762, 1.828, -1.691)  0.192
H (0.422, 1.371, -0.615)  0.195
H (-2.719, 3.226, 1.064)  0.199
H (-2.985, 2.848, -0.731)  0.190
H (-1.188, 1.611, 1.266)  0.192
H (4.428, -0.944, 0.671)  0.470
H (4.168, -2.130, 1.602)  0.466
O (3.796, -1.422, 1.192)  -0.935

**SMILES**: C=CCNC=C.O
**HOMO energy**: -0.279 Eh
**Energy relative to the best compared isomer or geometry (same formula, charge and spin)**: 3.725 eV
**Multiplicity**: 1
**E_LUMO**: 0.03388 hartree
**Kohn-Sham gap**: 8.52 eV

# 7
Below is the molecule C5H11NO, with properties calculated with wB97M-V/def2-TZVPD.

Each line ends with the natural charge from an NBO analysis.
Cartesian coordinates (Å):
C (-0.516, 1.942, -0.578)  -0.611
C (0.563, 1.183, 0.189)  -0.397
C (0.610, -0.311, -0.149)  -0.067
C (1.761, -1.014, 0.568)  -0.599
N (-0.600, -0.914, 0.352)  -0.532
C (-1.559, -1.298, -0.364)  0.409
O (-2.622, -1.832, 0.263)  -0.671
H (-0.378, 1.847, -1.663)  0.199
H (-1.512, 1.557, -0.332)  0.207
H (-0.501, 3.007, -0.328)  0.214
H (1.550, 1.624, 0.002)  0.201
H (0.371, 1.267, 1.267)  0.206
H (0.714, -0.431, -1.243)  0.167
H (2.733, -0.593, 0.293)  0.205
H (1.621, -0.911, 1.650)  0.212
H (1.753, -2.086, 0.340)  0.212
H (-2.313, -1.771, 1.188)  0.490
H (-1.675, -1.267, -1.453)  0.154

**SMILES**: CC[C@@H](C)/N=C/O
**HOMO energy**: -0.361 Eh
**Energy relative to the best compared isomer or geometry (same formula, charge and spin)**: 0.832 eV
**Multiplicity**: 1
**E_LUMO**: 0.04200 hartree
**Kohn-Sham gap**: 10.95 eV

# 8
Below is the molecule C5H11NO in a non-equilibrium geometry, with properties calculated with wB97M-V/def2-TZVPD.

Each line ends with the natural charge from an NBO analysis.
Cartesian coordinates (Å):
C (-1.405, -0.399, -0.686)  -0.486
C (-2.464, 0.165, 0.220)  -0.595
C (0.052, -0.744, -0.126)  0.715
N (0.928, 0.370, -0.107)  -0.479
C (1.959, 0.208, 0.961)  -0.438
C (0.571, 1.726, -0.393)  -0.416
O (0.473, -1.868, -0.025)  -0.585
H (-1.265, 0.336, -1.483)  0.205
H (-1.591, -1.272, -1.125)  0.222
H (-2.290, 1.214, 0.344)  0.198
H (-3.428, -0.033, -0.008)  0.216
H (-2.196, -0.294, 1.186)  0.207
H (1.685, 0.276, 1.990)  0.192
H (2.302, -0.854, 0.718)  0.242
H (2.850, 0.766, 0.770)  0.201
H (-0.513, 1.934, -0.148)  0.191
H (1.172, 2.367, 0.320)  0.209
H (0.721, 2.174, -1.470)  0.202

**SMILES**: CCC(=O)N(C)C
**HOMO energy**: -0.336 Eh
**Energy relative to the best compared isomer or geometry (same formula, charge and spin)**: 2.090 eV
**Multiplicity**: 1
**E_LUMO**: 0.03068 hartree
**Kohn-Sham gap**: 9.97 eV

# 9
Below is the molecule C5H11NO in a non-equilibrium geometry, with properties calculated with wB97M-V/def2-TZVPD.

Each line ends with the natural charge from an NBO analysis.
Cartesian coordinates (Å):
N (-0.131, 0.715, 1.289)  -0.644
C (1.374, 0.714, 1.198)  -0.231
C (1.745, 0.544, -0.305)  -0.423
C (0.590, -0.233, -0.894)  -0.416
C (-0.630, 0.350, -0.155)  -0.070
C (-1.778, -0.692, -0.115)  -0.075
O (-1.831, -1.788, -1.142)  -0.717
H (-0.393, 0.099, 2.030)  0.359
H (1.733, -0.087, 1.920)  0.185
H (1.797, 1.752, 1.399)  0.191
H (2.712, 0.011, -0.275)  0.228
H (1.601, 1.576, -0.791)  0.199
H (0.511, -0.001, -1.953)  0.223
H (0.681, -1.284, -0.488)  0.208
H (-0.913, 1.242, -0.669)  0.181
H (-1.805, -1.223, 0.767)  0.175
H (-2.739, -0.142, -0.161)  0.168
H (-2.526, -1.552, -1.655)  0.458

**SMILES**: OC[C@@H]1CCCN1
**HOMO energy**: -0.324 Eh
**Energy relative to the best compared isomer or geometry (same formula, charge and spin)**: 2.576 eV
**Multiplicity**: 1
**E_LUMO**: 0.03490 hartree
**Kohn-Sham gap**: 9.76 eV

# 10
Below is a cluster of 2 separate species, C5H11NO in total in a non-equilibrium geometry, with properties calculated with wB97M-V/def2-TZVPD.

Each line ends with the natural charge from an NBO analysis.
Cartesian coordinates (Å):
C (-0.105, 0.500, -3.057)  -0.428
N (-1.238, 0.819, -2.137)  -0.510
C (-1.152, 0.517, -0.852)  0.266
C (-0.325, -0.433, -0.213)  -0.637
C (0.970, -0.128, 0.360)  -0.174
C (1.628, -0.997, 1.134)  -0.576
H (0.649, 1.186, -2.699)  0.217
H (-0.406, 0.735, -4.066)  0.213
H (0.149, -0.547, -2.900)  0.242
H (-2.156, 1.187, -2.351)  0.415
H (-1.854, 1.099, -0.221)  0.171
H (-0.866, -1.331, 0.079)  0.235
H (1.455, 0.774, -0.003)  0.192
H (2.539, -0.673, 1.637)  0.188
H (1.324, -2.006, 1.387)  0.190
H (-0.555, -0.258, 3.486)  0.463
H (0.865, -0.613, 3.559)  0.476
O (0.158, -0.281, 4.120)  -0.943

**SMILES**: C=C/C=C/NC.O
**HOMO energy**: -0.225 Eh
**Energy relative to the best compared isomer or geometry (same formula, charge and spin)**: 4.793 eV
**Multiplicity**: 1
**E_LUMO**: -0.00142 hartree
**Kohn-Sham gap**: 6.07 eV

# 11
Below is a cluster of 3 separate species, C5H11NO in total in a non-equilibrium geometry, with properties calculated with wB97M-V/def2-TZVPD.

Each line ends with the natural charge from an NBO analysis.
Cartesian coordinates (Å):
C (0.151, 0.059, -2.140)  -1.017
C (1.897, -0.353, -0.822)  0.923
N (2.274, 0.853, -0.821)  -0.899
O (1.902, -1.487, -0.531)  -0.481
H (3.149, 1.162, -0.414)  0.413
H (0.997, 0.905, -1.760)  0.347
H (-0.549, -0.307, -1.396)  0.240
H (-0.370, 0.836, -2.715)  0.246
H (0.460, -0.705, -2.846)  0.228
C (-0.444, 0.727, 1.895)  -0.653
C (-0.907, -0.612, 1.416)  -0.170
C (-2.139, -0.890, 1.010)  -0.412
H (-0.153, -1.393, 1.404)  0.199
H (-1.251, 1.460, 1.874)  0.210
H (-0.058, 0.659, 2.915)  0.218
H (0.374, 1.097, 1.272)  0.221
H (-2.907, -0.128, 0.966)  0.188
H (-2.423, -1.883, 0.691)  0.199

**SMILES**: N=C=O.C=CC.C
**HOMO energy**: -0.353 Eh
**Energy relative to the best compared isomer or geometry (same formula, charge and spin)**: 3.807 eV
**Multiplicity**: 1
**E_LUMO**: 0.02560 hartree
**Kohn-Sham gap**: 10.31 eV

# 12
Below is the ion C5H11NO2 with charge -2 in a non-equilibrium geometry, with properties calculated with wB97M-V/def2-TZVPD.

Each line ends with the natural charge from an NBO analysis.
Cartesian coordinates (Å):
C (-1.675, 0.112, -1.408)  -0.009
O (-2.540, 0.751, -2.186)  -0.973
C (-0.606, 0.875, -0.519)  -0.090
C (0.575, 0.012, -0.065)  -0.409
C (0.431, -0.914, 1.154)  -0.446
C (1.859, -1.237, 1.772)  0.014
O (1.843, -1.420, 3.095)  -0.985
N (-0.114, 1.919, -1.458)  -0.884
H (-2.242, -0.669, -0.739)  0.054
H (-1.101, -0.633, -2.045)  0.054
H (-1.059, 1.361, 0.352)  0.156
H (0.964, -0.618, -0.905)  0.177
H (1.395, 0.745, 0.112)  0.181
H (-0.346, -0.576, 1.853)  0.192
H (0.185, -1.965, 0.839)  0.175
H (2.496, -0.326, 1.466)  0.038
H (2.366, -2.161, 1.330)  0.056
H (-0.789, 1.951, -2.224)  0.377
H (0.689, 1.617, -2.007)  0.320

**SMILES**: N[C@@H](C[O-])CCC[O-]
**Net charge**: -2
**HOMO energy**: 0.017 Eh
**Energy relative to the best compared isomer or geometry (same formula, charge and spin)**: 0.842 eV
**Multiplicity**: 1
**E_LUMO**: 0.25902 hartree
**Kohn-Sham gap**: 6.58 eV

# 13
Below is a cluster of 2 separate species, C5H11NO2 in total in a non-equilibrium geometry, with properties calculated with wB97M-V/def2-TZVPD.

Each line ends with the natural charge from an NBO analysis.
Cartesian coordinates (Å):
C (0.553, -1.427, 0.094)  -0.193
N (1.766, -1.063, 0.720)  -0.527
C (2.539, -0.200, 0.060)  0.467
O (2.090, 0.707, -0.667)  -0.665
C (-0.640, -0.728, 0.924)  -0.538
C (-1.927, -0.627, 0.304)  0.128
C (-2.517, 0.678, 0.019)  -0.192
O (-1.700, 1.515, -0.943)  -0.688
H (0.425, -2.492, -0.089)  0.209
H (0.532, -0.970, -0.902)  0.189
H (0.647, 2.941, -1.243)  -0.009
H (3.589, -0.195, 0.347)  0.124
H (-0.533, -1.163, 1.918)  0.287
H (1.154, 3.339, -0.869)  0.008
H (-2.363, -1.619, 0.181)  0.211
H (-0.171, 0.286, 0.972)  0.244
H (-2.251, 1.261, 0.910)  0.235
H (-3.482, 0.834, -0.437)  0.232
H (-0.863, 1.051, -1.087)  0.479

**HOMO energy**: -0.298 Eh
**Energy relative to the best compared isomer or geometry (same formula, charge and spin)**: 7.217 eV
**Multiplicity**: 1
**E_LUMO**: -0.10666 hartree
**Kohn-Sham gap**: 5.21 eV

# 14
Below is the molecule C5H11NO2 in a non-equilibrium geometry, with properties calculated with wB97M-V/def2-TZVPD.

Each line ends with the natural charge from an NBO analysis.
Cartesian coordinates (Å):
C (-0.953, 0.804, 0.000)  0.708
C (-0.367, -1.329, -0.988)  -0.432
C (-2.234, 0.298, 0.579)  -0.713
C (2.312, -0.503, 0.412)  -0.676
N (-0.107, 0.089, -0.790)  -0.525
C (1.346, 0.635, 0.182)  0.437
O (-0.932, 2.121, -0.184)  -0.643
O (1.734, 1.771, -0.163)  -0.726
H (-0.003, 2.346, -0.479)  0.533
H (0.519, 0.690, 1.148)  0.014
H (-0.246, -1.927, -0.076)  0.180
H (-1.380, -1.501, -1.355)  0.198
H (0.331, -1.707, -1.735)  0.218
H (-2.077, -0.629, 1.129)  0.238
H (-2.674, 1.057, 1.225)  0.252
H (-2.940, 0.108, -0.235)  0.258
H (2.584, -0.913, -0.564)  0.220
H (3.210, -0.108, 0.885)  0.248
H (1.876, -1.302, 1.011)  0.212

**HOMO energy**: -0.308 Eh
**Energy relative to the best compared isomer or geometry (same formula, charge and spin)**: 3.420 eV
**Multiplicity**: 1
**E_LUMO**: 0.01050 hartree
**Kohn-Sham gap**: 8.67 eV